{
  "formula": "C55H51ClF6N2O14S",
  "method": "ωB97M-V/def2-TZVPD",
  "species": ["C", "C", "C", "C", "C", "C", "C", "O", "C", "C", "Cl", "C", "C", "C", "C", "C", "C", "C", "N", "C", "C", "O", "C", "C", "S", "C", "C", "C", "C", "C", "C", "F", "F", "C", "C", "C", "C", "C", "C", "F", "F", "F", "C", "C", "C", "C", "C", "F", "N", "H", "H", "H", "H", "H", "H", "H", "H", "H", "H", "H", "H", "H", "H", "H", "H", "H", "H", "H", "H", "H", "H", "H", "H", "H", "H", "H", "H", "H", "H", "H", "H", "H", "H", "H", "H", "H", "H", "H", "O", "C", "C", "C", "O", "C", "O", "C", "C", "O", "H", "H", "H", "H", "O", "C", "C", "C", "O", "C", "O", "C", "C", "O", "H", "H", "H", "H", "O", "C", "C", "C", "O", "C", "O", "C", "C", "O", "H", "H", "H", "H"],
  "coordinates": [[-0.14965, -5.73330, 0.30355], [-0.06937, -4.55081, 0.90011], [0.42416, -3.38496, 1.89948], [-0.19450, -3.17833, 3.36338], [-1.37681, -4.15140, 3.84123], [-0.93521, -5.28453, 4.91898], [-1.24951, -6.79903, 4.36349], [-1.82834, -5.13211, 6.08960], [0.40075, -1.96798, 4.23321], [-0.17306, -1.62892, 5.71558], [0.29892, -2.93645, 6.96911], [-1.79332, -1.35042, 5.71285], [-2.31385, -0.74289, 4.28814], [1.58705, -1.05439, 3.65782], [2.26148, 0.15990, 4.52191], [1.33417, 1.45861, 4.26839], [1.63518, 2.71419, 5.24710], [3.01420, 2.60671, 6.08078], [3.06667, 3.83083, 6.97820], [2.14278, 3.70304, 8.13571], [2.05961, 2.43299, 9.12032], [1.32767, 4.67385, 8.37615], [2.20414, -1.25398, 2.20215], [1.56613, -2.44625, 1.33911], [2.28798, -2.60621, -0.39049], [2.44970, -0.79588, -0.88050], [2.95862, 0.15448, 0.30857], [3.10346, 1.72677, 0.06695], [2.73448, 2.28037, -1.38849], [2.23083, 1.31395, -2.56062], [1.85454, 2.02256, -3.94789], [0.44260, 1.69637, -4.20673], [1.87737, 3.48553, -3.84589], [2.72198, 1.55446, -5.21174], [4.24010, 1.12791, -5.13043], [4.94796, 0.72470, -6.47586], [4.19990, 0.75784, -7.88951], [2.68173, 1.16409, -7.97463], [1.80867, 1.25286, -9.32194], [1.33723, 2.63067, -9.43264], [2.63080, 0.93791, -10.45313], [0.61840, 0.44267, -9.29614], [1.96384, 1.55262, -6.61945], [2.08329, -0.26106, -2.31857], [1.56834, -1.27721, -3.45128], [0.01586, -1.76538, -3.22627], [-0.20810, -3.19060, -3.94621], [-0.40441, -1.71190, -1.83847], [3.29626, -0.41975, 1.63787], [-0.42974, -6.75193, -0.15720], [-1.81137, -4.73807, 2.92933], [-2.29464, -3.59744, 4.29321], [0.13690, -5.16963, 5.31443], [-1.44787, -7.42948, 5.32255], [-0.40505, -7.22255, 3.71177], [-2.27986, -6.75845, 3.81909], [-2.77341, -5.25915, 5.81446], [0.28218, -0.64703, 6.14945], [-2.02565, -0.51559, 6.49526], [-2.39108, -2.30420, 6.00448], [-3.36890, -0.25656, 4.40247], [-1.54474, 0.04133, 3.90426], [-2.42094, -1.53607, 3.46342], [2.30676, -0.16633, 5.64165], [3.34711, 0.26385, 4.13001], [1.46930, 1.74279, 3.14758], [0.23613, 1.11879, 4.46391], [0.71228, 2.81949, 5.94297], [1.68738, 3.65583, 4.56414], [3.92096, 2.69896, 5.36693], [3.11769, 1.65005, 6.70919], [4.02780, 3.98408, 7.33839], [1.21060, 2.56190, 9.90645], [1.86672, 1.46217, 8.51276], [3.04633, 2.29165, 9.72160], [3.43477, 2.47401, 0.86977], [2.81239, 3.41759, -1.54822], [4.72468, 1.13011, -4.08726], [6.06774, 0.43180, -6.40709], [4.76152, 0.47548, -8.86052], [0.85652, 1.85426, -6.66579], [2.29668, -2.17446, -3.51069], [1.56714, -0.76383, -4.49174], [-0.62067, -0.99759, -3.82366], [0.01749, -4.06455, -3.20616], [-1.31774, -3.28219, -4.25635], [0.42002, -3.29767, -4.92297], [4.17431, -0.95624, 1.49776], [4.91423, 4.63455, -9.95368], [4.21628, 5.36391, -10.63983], [2.80674, 5.62532, -10.32624], [2.07018, 6.41578, -11.10978], [0.75736, 6.66862, -10.82653], [2.64569, 7.05593, -12.32601], [1.93914, 7.75858, -13.03086], [4.06172, 6.81411, -12.62670], [4.79908, 6.02638, -11.84121], [6.11937, 5.79518, -12.10883], [2.40077, 5.15264, -9.44173], [0.44758, 7.26317, -11.53927], [4.47177, 7.29915, -13.50278], [6.42707, 5.19574, -11.39939], [-7.28028, -1.51772, 9.74536], [-6.74420, -2.37310, 9.06016], [-5.59093, -3.14867, 9.53128], [-5.02024, -4.06518, 8.74615], [-3.94763, -4.79484, 9.17500], [-5.52708, -4.33135, 7.36997], [-4.97033, -5.16401, 6.67116], [-6.69477, -3.57319, 6.90755], [-7.26750, -2.65915, 7.69391], [-8.35669, -1.94843, 7.27607], [-5.23193, -2.94387, 10.53110], [-3.71819, -5.38514, 8.42873], [-7.06328, -3.78891, 5.91322], [-8.58058, -1.35418, 8.02067], [-5.76769, 3.06945, -3.12615], [-5.15051, 2.01896, -3.19848], [-4.32274, 1.51634, -2.09622], [-3.64832, 0.37035, -2.21850], [-2.87640, -0.10811, -1.19795], [-3.70811, -0.43428, -3.47188], [-3.06502, -1.46824, -3.55723], [-4.55483, 0.05616, -4.56536], [-5.23140, 1.19994, -4.44142], [-6.02526, 1.66611, -5.45127], [-4.28664, 2.11134, -1.19339], [-2.49164, -0.94586, -1.53035], [-4.60321, -0.54656, -5.46281], [-6.40210, 2.50581, -5.11894]],
  "atomic_forces_ev_per_a": [[-0.244, 5.864, 3.238], [0.916, -5.308, -0.980], [0.722, 1.320, 0.134], [2.347, 2.147, -1.537], [0.153, -0.398, -0.545], [-1.411, -0.837, -0.004], [-0.418, 0.833, 0.903], [0.021, -0.054, -0.922], [1.391, -0.700, -2.638], [-0.561, 1.029, -0.923], [-0.334, 1.151, -1.009], [-0.398, 0.340, -0.220], [0.035, 0.052, 0.049], [-0.096, -1.517, -1.675], [-0.773, -1.346, -0.457], [0.207, -0.450, 0.248], [-0.002, -0.203, -0.652], [-0.080, 0.570, -0.295], [-0.400, -1.331, 1.123], [-3.307, 3.459, 1.448], [0.218, -0.357, -0.019], [3.877, -4.389, -1.143], [-3.684, -3.352, 1.349], [-0.602, 1.499, 2.896], [-0.700, 1.724, 1.067], [0.260, 3.374, 0.320], [-0.944, 2.198, -3.329], [-1.638, -2.897, -3.709], [-0.325, -3.643, 1.038], [1.074, -0.272, 3.521], [-0.644, -0.248, 0.014], [2.809, 0.758, 0.320], [0.040, -3.431, -0.105], [1.005, -0.718, -3.519], [-2.792, 0.234, -3.540], [-3.023, 1.121, 0.128], [-1.855, 0.770, 2.748], [1.603, -0.133, 3.935], [0.200, 0.840, 0.442], [1.105, -3.628, -0.233], [-2.649, 0.794, 2.699], [3.379, 2.063, -0.388], [3.152, -0.734, 0.009], [0.901, 2.141, 2.289], [-0.081, 0.344, 0.635], [0.462, 0.525, -1.764], [-0.651, -0.259, 0.630], [0.621, -0.395, -2.227], [-1.328, -0.486, -1.151], [0.648, 2.467, 0.881], [1.064, 1.304, 1.350], [1.945, -0.670, -0.741], [-1.776, -0.118, -0.707], [0.723, 0.907, -1.802], [-1.445, 0.596, 0.901], [1.951, -0.132, 0.635], [1.259, 0.041, 0.095], [-0.513, -1.977, -1.135], [0.574, -1.706, -1.174], [1.196, 1.655, -0.476], [2.017, -0.754, -0.021], [-1.520, -1.274, 0.643], [0.326, 1.127, 1.331], [-0.148, 0.656, -2.036], [-1.938, 0.056, 0.682], [-0.414, -0.472, 1.985], [1.939, 0.655, -0.635], [1.779, 0.015, -0.935], [-0.072, -1.488, 1.548], [-1.552, -0.314, 1.132], [-0.247, 1.210, -1.189], [-0.841, -0.213, -0.267], [1.487, 0.024, -1.727], [0.370, 1.623, 1.070], [-1.554, 0.283, -1.262], [-0.535, -1.512, -1.258], [-0.188, -2.158, 0.060], [-0.609, -0.104, -2.023], [-2.259, 0.535, -0.366], [-1.015, 0.540, 1.971], [1.974, -0.521, 0.210], [-1.266, 1.393, 0.254], [0.124, -0.808, 1.859], [0.938, -1.210, 1.492], [-0.179, 1.616, -1.375], [1.793, 0.169, 0.601], [-0.919, 0.375, 1.937], [-0.873, 0.129, 0.376], [0.078, 0.272, -0.420], [-0.401, -0.342, 0.676], [0.347, -0.166, 0.097], [-1.278, -0.089, 0.764], [1.270, 0.135, -0.826], [0.299, 0.366, -0.670], [-0.017, -0.276, 0.440], [-0.307, 0.148, -0.075], [1.272, 0.120, -0.745], [-1.246, -0.166, 0.785], [0.011, -0.005, -0.048], [0.024, -0.133, 0.162], [-0.020, -0.028, 0.036], [-0.041, 0.121, -0.161], [-0.078, -0.219, -0.493], [0.349, 0.128, 0.835], [-0.309, 0.297, 0.022], [1.194, -0.545, 0.984], [-1.190, 0.447, -1.057], [-0.374, -0.028, -0.670], [0.122, 0.160, 0.318], [0.318, -0.315, -0.088], [-1.148, 0.475, -0.950], [1.123, -0.419, 0.996], [-0.003, -0.006, -0.047], [0.131, 0.130, 0.189], [0.014, 0.018, 0.041], [0.017, -0.093, -0.169], [0.033, -0.378, -0.372], [0.112, 0.433, 0.808], [-0.297, 0.296, -0.240], [0.764, -0.107, 1.545], [-0.806, -0.004, -1.556], [-0.110, -0.375, -0.680], [-0.162, 0.330, 0.261], [0.253, -0.264, 0.140], [-0.668, 0.010, -1.364], [0.637, 0.051, 1.369], [0.015, -0.023, -0.040], [0.197, 0.159, 0.181], [0.004, 0.034, 0.032], [0.070, -0.157, -0.095]],
  "orbital_gap_ev": 6.53,
  "homo_ha": -0.30423,
  "smiles": "C#Cc1c(C[C@H](C)O)c([C@H](Cl)CC)c(CCCCNC(C)=O)c2c1Sc1c(ccc(C(F)(F)c3cccc(C(F)(F)F)c3)c1C[C@@H](C)F)N2.O=C1C=C(O)C(=O)C=C1O.O=C1C=C(O)C(=O)C=C1O.O=C1C=C(O)C(=O)C=C1O",
  "multiplicity": 1
}